ORCA calculation (ωB97M-V/def2-TZVPD) on a 2-piece molecular cluster, C7H7F3N2S overall in a non-equilibrium geometry.

Calculated values
E = -1078.0763 Ha
highest occupied orbital energy (alpha / beta) = -8.120 / -7.431 eV
net charge = 0
orbital gap (alpha / beta) = 7.99 / 5.47 eV
energy above the lowest of the compared OMol25 structures with the same formula, charge and spin = 45.0 kcal per mole

Last columns: bonded neighbours and bond lengths (Å).
Positions of all 20 atoms, in Å:
1 C -2.856 -0.558 0.339  C2 1.360, N8 1.367, H14 1.091
2 C -1.952 0.438 0.542  C1 1.360, N9 1.328, H15 1.100
3 C -1.243 -0.644 -1.125  N8 1.379, N9 1.332, S13 1.654
4 C 2.047 -0.107 -0.413  C5 1.528, C6 1.500, H16 1.023, H17 1.063
5 C 2.061 1.327 0.113  C4 1.528, C6 1.406, H18 1.122, H19 1.065
6 C 1.103 0.432 0.620  C4 1.500, C5 1.406, C7 1.538
7 C 0.687 -0.116 1.996  C6 1.538, F10 1.354, F11 1.354, F12 1.303
8 N -2.455 -1.211 -0.793  C1 1.367, C3 1.379, H20 1.088
9 N -0.991 0.426 -0.374  C2 1.328, C3 1.332
10 F 1.826 -0.363 2.683  C7 1.354
11 F 0.074 0.804 2.778  C7 1.354
12 F 0.007 -1.216 2.152  C7 1.303
13 S -0.314 -1.179 -2.385  C3 1.654
14 H -3.814 -0.767 0.817  C1 1.091
15 H -2.099 1.334 1.163  C2 1.100
16 H 2.035 -0.291 -1.420  C4 1.023
17 H 2.830 -0.751 -0.092  C4 1.063
18 H 2.789 1.804 0.822  C5 1.122
19 H 1.665 1.913 -0.683  C5 1.065
20 H -2.859 -2.146 -1.177  N8 1.088

Atom charges from the Mulliken analysis, given in e for atoms 1 to 4: atom 1 (C): -0.424, atom 2 (C): -0.301, atom 3 (C): 0.060, atom 4 (C): -1.059